Model A:
C2H2NO2 | ωB97M-V/def2-TZVPD

Positions of all 7 atoms, in Å:
C -1.6018 0.2248 -0.1043
C 1.2552 -0.1714 0.0501
N -2.4205 -0.5661 0.2208
O 1.3831 0.7157 0.8654
O 0.2953 -0.5548 -0.5505
H -1.2350 1.2599 -0.3193
H 2.3238 -0.9082 -0.1623

Computed properties:
total charge	-1
HOMO level	-0.150	Ha
frontier orbital gap	8.650	eV
LUMO level	4.562	eV

Model B:
C2H2NO2 | ωB97M-V/def2-TZVPD

Positions of all 7 atoms, in Å:
C 0.0026 -0.7681 0.8949
N -0.4731 -0.2051 -0.1166
C -0.1112 0.8714 -0.8881
O 0.5756 0.3484 -1.9968
O -0.4071 2.0600 -0.7685
H -0.5591 -1.6576 1.2572
H 0.9723 -0.6491 1.6177

Computed properties:
total charge	-1
HOMO level	-0.128	Ha
frontier orbital gap	7.746	eV
SMILES	C=NC(=O)[O-]
LUMO level	4.269	eV

Which structure is the least stable? The one labeled model B.

Model A:
C4H4ClF | ωB97M-V/def2-TZVPD

Positions of all 10 atoms, in Å:
C -2.0313 -0.8341 0.3422
C -0.9025 -0.5469 0.6350
C 0.4688 -0.1018 0.5239
C 0.7034 0.8944 -0.7155
F 0.9925 0.3883 1.7217
Cl 1.3348 -1.6090 0.1759
H -2.6393 -1.6918 0.2076
H 0.2597 0.5180 -1.6135
H 0.0575 1.8353 -0.4581
H 1.7565 1.1476 -0.8192

Computed properties:
total charge	0
HOMO level	-0.391	Ha
frontier orbital gap	11.479	eV
SMILES	C#C[C@@](C)(F)Cl
LUMO level	0.829	eV

Model B:
C4H4ClF | ωB97M-V/def2-TZVPD

Positions of all 10 atoms, in Å:
F -0.3413 2.1976 -0.4053
C -0.8805 1.0358 -0.8128
C -0.2871 -0.1151 -0.3517
C 0.5983 0.1220 0.8241
C 0.4967 -0.7662 1.8034
Cl 1.4187 -0.4829 3.2612
H -1.6583 1.2944 -1.5271
H -0.5665 -1.1348 -0.5568
H 1.4759 0.7840 0.8985
H -0.1568 -1.5257 1.8582

Computed properties:
total charge	0
HOMO level	-0.329	Ha
frontier orbital gap	9.884	eV
SMILES	F/C=C\C=C\Cl
LUMO level	0.933	eV

Which structure is the least stable? The one labeled model A.

Model A:
C8H17N | ωB97M-V/def2-TZVPD

Positions of all 26 atoms, in Å:
C -2.0518 0.4824 0.3395
C -0.7790 -0.3099 0.0115
C -0.9075 -0.9018 -1.3968
C -0.7110 -1.4585 1.0227
C 0.4846 0.6835 0.0412
C 0.2137 2.0333 -0.5922
C 1.4124 0.6673 1.2342
C 1.8775 0.1435 -0.0870
N 2.3514 -1.1749 -0.2920
H -2.2865 1.2098 -0.4323
H -1.9464 1.0015 1.2902
H -2.9010 -0.1963 0.4188
H -0.9308 -0.1187 -2.1511
H -1.8295 -1.4764 -1.4841
H -0.0758 -1.5672 -1.6189
H -1.6026 -2.0788 0.9244
H -0.6889 -1.0825 2.0435
H 0.1448 -2.1090 0.8647
H -0.5111 2.6040 -0.0151
H -0.1612 1.9255 -1.6082
H 1.1333 2.6129 -0.6380
H 1.8115 1.6067 1.5893
H 1.2361 -0.0453 2.0245
H 2.5068 0.8856 -0.6822
H 2.0485 -1.8235 0.4218
H 2.1624 -1.5133 -1.2282

Computed properties:
total charge	0
HOMO level	-0.312	Ha
frontier orbital gap	9.366	eV
SMILES	CC(C)(C)[C@@]1(C)C[C@H]1N
LUMO level	0.876	eV

Model B:
C8H17N | ωB97M-V/def2-TZVPD

Positions of all 26 atoms, in Å:
C 2.7251 -0.0682 0.6430
C 1.9253 -0.2619 -0.4056
N 2.2837 -1.0463 -1.4924
C 0.5321 0.6986 -0.6296
C -0.6803 -0.1089 -0.3537
C -1.4562 -0.4346 -1.6238
C -0.5704 -1.3395 0.5289
C -1.6157 1.0932 0.5155
C -1.1577 1.4195 1.9248
H 3.6880 -0.5549 0.7330
H 2.4705 0.6189 1.4324
H 3.0888 -1.6438 -1.3523
H 1.5241 -1.5198 -1.9549
H 0.7296 1.5829 -0.0335
H 0.6044 0.9884 -1.6762
H -1.5690 0.4416 -2.2595
H -2.4551 -0.7940 -1.3780
H -0.9505 -1.2147 -2.1922
H -0.2052 -2.1944 -0.0387
H -1.5567 -1.6207 0.8978
H 0.0745 -1.1611 1.3851
H -1.7013 1.9947 -0.0931
H -2.6063 0.6357 0.5441
H -0.1358 1.7927 1.9355
H -1.1733 0.5342 2.5591
H -1.8127 2.1623 2.3843

Computed properties:
total charge	0
HOMO level	-0.298	Ha
frontier orbital gap	9.008	eV
SMILES	C=C(N)CC(C)(C)CC
LUMO level	0.888	eV

Which structure is the least stable? The one labeled model B.

Model A:
C4H38BO27 | ωB97M-V/def2-TZVPD

Positions of all 70 atoms, in Å:
O 4.3426 -0.2066 0.8488
C 3.1686 0.0594 1.0968
O 2.4416 0.5694 0.2228
B 1.1006 0.6594 0.8458
O 1.2896 0.0064 2.1468
C 2.4406 -0.2856 2.2838
O 2.7216 -1.1366 3.0878
O -0.1344 0.2214 0.0508
C -0.8524 1.2794 -0.1292
O -2.0154 1.2154 -0.6042
C -0.2034 2.4074 0.4538
O 0.8026 2.0684 1.0948
O -0.5434 3.5344 0.2218
O 6.0566 0.4624 -1.6172
H 5.8516 0.4434 -0.6682
H 6.0336 -0.4846 -1.8542
O 0.3626 3.6084 -2.3432
H -0.1804 2.8934 -2.6682
H 0.0276 3.8694 -1.4862
O 2.8366 2.2654 -2.1302
H 2.8216 1.9694 -1.2792
H 2.0736 2.8424 -2.1722
O -2.8084 -1.6286 -0.5532
H -1.8714 -1.8096 -0.3552
H -3.3344 -2.3456 -0.2762
O -0.8394 -1.2836 -2.9952
H -0.0534 -0.9086 -2.6942
H -0.7874 -1.3026 -3.9592
O 0.7586 -3.8206 2.9468
H 0.7936 -2.8746 2.8608
H -0.1084 -3.9596 3.3528
O -3.8924 -0.6126 1.7198
H -3.3284 -0.8046 0.9658
H -3.8094 -1.2336 2.4398
O -0.0084 -1.2736 4.4578
H -0.0964 -1.2096 3.4978
H 0.6136 -0.5896 4.6798
O 3.1616 -2.7326 0.0028
H 3.2786 -2.2016 -0.8262
H 4.0216 -2.6046 0.4388
O 0.0726 -2.6456 -0.4152
H 0.3256 -1.7376 -0.4902
H -0.4824 -2.7916 -1.1712
O -1.5714 1.7604 -3.0172
H -1.7334 1.5374 -2.1062
H -2.4274 2.0404 -3.4022
O -3.6044 -0.3976 -3.1582
H -3.9024 -0.9696 -2.4382
H -2.7444 -0.0546 -2.8742
O -3.6694 3.6284 0.9498
H -4.5674 3.7404 0.7748
H -3.1744 4.0894 0.2798
O 3.2276 -4.3276 4.2468
H 4.0826 -4.1096 3.8578
H 2.6446 -3.7506 3.7698
O 1.6656 -0.2046 -2.7002
H 1.9656 0.7364 -2.6152
H 1.6096 -0.3456 -3.6572
O -4.3304 2.5044 -2.7912
H -5.2244 2.8544 -2.6922
H -4.3914 1.7544 -2.1992
O -4.7954 1.1574 -0.4792
H -4.2174 0.5114 -0.1602
H -4.3044 1.9614 -0.5072
O 5.3106 -2.5626 1.5518
H 4.9886 -1.6976 1.7298
H 5.3566 -3.0156 2.3768
O -2.4384 1.8094 2.3388
H -2.9304 2.4574 1.8528
H -2.8694 1.0024 2.0418

Computed properties:
total charge	-1
HOMO level	-0.306	Ha
frontier orbital gap	9.999	eV
LUMO level	1.686	eV

Model B:
C4H38BO27 | ωB97M-V/def2-TZVPD

Positions of all 70 atoms, in Å:
O -0.3840 -2.8757 1.9620
C -0.5800 -1.7311 1.5314
O -0.2908 -1.3323 0.3186
B -0.7819 0.0571 0.1348
O -1.6373 0.2949 1.3370
C -1.4022 -0.6076 2.2510
O -1.8088 -0.6429 3.4015
O -1.4981 0.2376 -1.0961
C -0.9104 1.2327 -1.8149
O -1.3072 1.6075 -2.9366
C 0.2708 1.7523 -0.9791
O 0.3680 0.9663 0.0267
O 0.9962 2.6988 -1.3798
O 3.5384 1.4840 0.2879
H 3.6121 1.0047 -0.5450
H 2.8924 0.9842 0.7983
O -1.3222 -2.1953 -2.6351
H -2.1878 -1.9685 -2.2898
H -1.3335 -1.8725 -3.5400
O 1.6962 0.7544 2.4071
H 0.9185 1.3241 2.4751
H 2.0312 0.6963 3.3041
O -0.2002 2.7020 2.9964
H -1.0712 2.3484 2.7974
H -0.1331 3.5084 2.4641
O -1.0557 -3.0100 5.3436
H -0.3026 -2.5980 4.9177
H -1.1497 -3.8606 4.8990
O -4.8821 0.0816 0.0722
H -5.2922 0.8207 -0.3814
H -4.0253 -0.0163 -0.3506
O 2.1133 -5.0459 2.7506
H 1.8694 -4.1529 3.0068
H 3.0714 -5.0312 2.7023
O 2.7216 -2.4133 -0.1322
H 3.3849 -1.7523 -0.3492
H 2.5187 -2.2579 0.7931
O -2.0616 -4.5739 0.0852
H -1.2711 -4.2565 0.5307
H -1.8671 -4.4756 -0.8496
O 1.4688 -1.7382 -2.3941
H 1.7813 -2.1937 -1.6004
H 0.5149 -1.8702 -2.3921
O 0.4686 4.2903 1.0167
H 1.1607 4.9329 0.8402
H 0.6801 3.5503 0.4406
O -2.1882 3.7112 -4.4949
H -1.8618 2.8246 -4.3131
H -2.7448 3.9196 -3.7424
O -3.3743 -0.6627 5.7030
H -2.8495 -0.5987 4.8966
H -4.1918 -1.0791 5.4250
O 2.5944 4.8181 -2.8734
H 2.0447 5.5958 -2.7578
H 2.0058 4.0790 -2.6939
O -0.8169 -5.1275 3.6046
H -0.5077 -6.0128 3.8078
H -0.1178 -4.7434 3.0714
O 3.2039 4.2895 0.1079
H 3.4953 4.5906 -0.7564
H 3.0677 3.3383 -0.0005
O 1.5800 2.0103 -4.2501
H 0.9254 1.6537 -4.8537
H 1.0651 2.3571 -3.5140
O -2.7868 -0.7419 -4.8440
H -2.2653 0.0456 -5.0162
H -3.6785 -0.4151 -4.7079
O 3.0396 0.4943 -2.4984
H 2.5375 -0.3313 -2.5351
H 2.5025 1.1278 -2.9906

Computed properties:
total charge	-1
HOMO level	-0.290	Ha
frontier orbital gap	9.161	eV
LUMO level	1.259	eV

Which structure is the least stable? The one labeled model A.

Model A:
C3H2N4 | ωB97M-V/def2-TZVPD

Positions of all 9 atoms, in Å:
N 3.1215 0.2487 0.3707
C 1.9781 0.3277 0.2251
C 0.5648 0.3582 0.0518
C -0.2790 -0.7247 0.0082
N -1.5055 -0.2520 -0.1731
N -1.4035 1.2412 -0.2443
N -0.1748 1.4926 -0.1069
H -0.0185 -1.7663 0.1005
H -2.2832 -0.9254 -0.2320

Computed properties:
total charge	0
HOMO level	-0.373	Ha
frontier orbital gap	10.555	eV
SMILES	N#Cc1c[nH]nn1
LUMO level	0.418	eV

Model B:
C3H2N4 | ωB97M-V/def2-TZVPD

Positions of all 9 atoms, in Å:
N -1.4741 -2.1269 1.7841
C -0.9004 -1.3050 1.2071
C -0.2050 -0.3044 0.4628
C -0.3588 0.0839 -0.8352
N 0.5273 1.1359 -0.9977
N 1.1777 1.3079 0.2255
N 0.7924 0.4404 1.0542
H -1.0704 -0.2606 -1.5795
H 1.5115 1.0289 -1.3213

Computed properties:
total charge	0
HOMO level	-0.399	Ha
frontier orbital gap	10.835	eV
SMILES	N#Cc1c[nH]nn1
LUMO level	-0.020	eV

Which structure is the least stable? The one labeled model B.

Model A:
CH5N3 | ωB97M-V/def2-TZVPD

Positions of all 9 atoms, in Å:
H -2.3164 1.5398 1.7437
N -1.3720 1.7446 1.4164
N -1.1036 0.6455 0.5085
N 0.1852 0.4196 0.3378
C 0.4138 -0.6708 -0.5612
H 0.9676 0.9655 0.7409
H 0.1809 -1.6995 0.0345
H -0.4729 -0.6455 -1.2317
H 1.3930 -0.5987 -0.9316

Computed properties:
total charge	0
HOMO level (spin up / spin down)	-0.318 / -0.318	Ha
frontier orbital gap (spin up / spin down)	9.317 / 9.319	eV
SMILES	[H]/N=N/NC
LUMO level (spin up / spin down)	0.656 / 0.657	eV

Model B:
CH5N3 | ωB97M-V/def2-TZVPD

Positions of all 9 atoms, in Å:
N 0.0222 -0.9168 0.9879
C 0.1018 0.0912 0.0060
N -0.9354 -0.0513 -0.9975
N 0.9985 0.9888 0.0162
H 0.0613 -1.8670 0.6300
H 0.9000 -0.8005 1.4856
H -1.5633 0.7577 -0.8959
H -0.4360 0.1124 -1.8563
H 0.1080 1.4019 0.5298

Computed properties:
total charge	0
HOMO level	-0.312	Ha
frontier orbital gap	9.192	eV
LUMO level	0.707	eV

Which structure is the least stable? The one labeled model A.